Entry 1:
Entry from the OMol25 dataset: a structure of composition C47H51N6O3PZr in a non-equilibrium geometry (ωB97M-V with the def2-TZVPD basis set).

Geometry as XYZ:
```
109
C47H51N6O3PZr (ωB97M-V with the def2-TZVPD basis set)
Zr -0.03522 -0.41995 0.17769
P -0.94939 2.08116 1.48980
O -0.63309 0.91572 -1.20784
O -2.11639 -0.50679 0.26572
O -0.47821 -0.83317 2.21326
N 1.67856 1.06536 0.85462
N -2.62683 0.41442 -0.52068
N -0.39786 -2.25951 3.93994
N 1.58899 -0.33172 -1.75357
N -0.58809 -1.87784 -1.60528
N -1.91944 1.13596 -1.27293
C -4.05392 0.57982 -0.55769
C -6.01578 1.60543 -1.45823
C 2.71476 0.55734 -1.78853
C 2.56044 1.88989 -2.21493
C 1.35826 2.38738 -2.97793
C 0.82293 5.34016 -0.33689
C -4.40433 3.18696 4.31288
C 3.95446 0.09801 -1.31517
C 2.74348 1.45208 3.04107
C -0.61624 3.58814 0.48960
C -3.69026 4.21052 3.70423
C -2.34628 2.59120 2.54404
C 1.63592 1.54637 2.21553
C -6.20260 -0.08723 0.24156
C 1.38872 -1.14763 -2.71316
C -2.23032 -3.46214 -0.70916
C 2.67105 1.93613 4.34018
C -0.07539 -2.98117 -3.73489
C -4.82377 -0.20713 0.28402
C 1.58618 -1.94491 0.80707
C 1.50131 2.52029 4.80094
C -3.08230 1.56496 3.13792
C 0.61346 4.24240 0.48907
C 0.18159 -2.01825 -2.62320
C -4.43781 -3.58097 -1.67162
C -1.41981 5.14687 -1.17092
C -1.63128 4.05169 -0.35047
C 4.79158 2.36469 -1.40002
C 4.25195 -1.36529 -1.09670
C 3.60958 2.77615 -1.99244
C -4.63794 1.50077 -1.42753
C 0.44946 2.12069 2.67119
C 0.39226 2.60756 3.97072
C 2.23168 -1.22211 -3.94526
C -4.10572 1.86308 4.02365
C -1.23121 -3.90339 0.32610
C -3.50513 -4.00371 -0.73691
C -6.79981 0.80789 -0.63237
C 0.11813 -1.75379 2.83494
C -2.47584 -1.09513 -3.73189
C -2.66236 3.91873 2.82022
C -1.88514 -2.49217 -1.65812
C -4.08386 -2.62670 -2.60561
C 1.42549 -2.26756 2.31522
C -2.80253 -2.08376 -2.63896
C -0.18882 5.79093 -1.16872
C 4.96916 1.02570 -1.10148
H -1.12932 -3.13070 1.09395
H 1.53723 1.84098 0.20111
H 4.78702 -1.52238 -0.16048
H 1.68813 3.07580 -3.75540
H -1.27118 -1.90496 4.29922
H -6.81650 -0.69638 0.89075
H 3.53553 1.87062 4.98700
H -5.19639 3.42283 5.01094
H -0.93751 -3.60610 -3.52147
H -4.67328 1.06682 4.48766
H -4.80661 -2.29856 -3.34348
H 3.66765 1.01785 2.67334
H -0.24935 -2.45820 -4.67721
H -0.25206 -4.08654 -0.11469
H -2.84028 0.53462 2.89778
H 1.77800 5.84947 -0.31586
H -0.02644 6.65245 -1.80286
H 3.49373 3.80422 -2.31339
H -1.56419 -4.81923 0.80986
H 2.60125 -1.56360 0.68405
H -2.10880 4.72275 2.35341
H 1.62962 -1.00209 -4.82905
H 5.59044 3.07220 -1.22279
H -3.93041 5.24290 3.92110
H 4.90814 -1.71723 -1.89629
H -5.43244 -4.00616 -1.67936
H 3.04728 -0.50560 -3.90018
H -6.48420 2.31068 -2.13094
H 0.66604 2.93080 -2.33467
H 2.59593 0.67939 0.65209
H -2.21847 5.50995 -1.80484
H -1.56687 -0.52669 -3.54465
H 1.40664 3.93544 1.16173
H 2.64851 -2.22161 -4.07648
H 3.35880 -1.98410 -1.10223
H 0.80973 1.57488 -3.44915
H -3.77055 -4.77208 -0.02126
H 5.91975 0.67882 -0.71422
H -2.35604 -1.61867 -4.68337
H 1.52188 -3.32966 2.55024
H -4.02301 2.11303 -2.06951
H -3.29804 -0.39076 -3.85665
H -0.52305 3.05351 4.33709
H 0.07651 -2.97319 4.46722
H -2.60279 3.56953 -0.33874
H -4.34138 -0.90791 0.95052
H -7.87767 0.88726 -0.67485
H 1.45180 2.91426 5.80708
H 2.19159 -1.75245 2.90528
H 1.56732 -2.88609 0.25110
H 0.79869 -3.61850 -3.87853
```

The HOMO energy comes out at -13.245 eV. The lowest unoccupied orbital energy is -5.80 eV. Its energy relative to the best compared isomer or geometry (same formula, charge and spin) is 16.9 kcal/mol. As for the net charge: +2. As for the gap between HOMO and LUMO: 7.44 eV. Its multiplicity is 1.

Results of the Löwdin charge analysis, in e, for atoms 1 through 8: number 1, Zr, carries 1.72; number 2, P, carries 1.12; number 3, O, carries -0.34; number 4, O, carries -0.25; number 5, O, carries -0.17; number 6, N, carries 0.02; number 7, N, carries -0.17; number 8, N, carries 0.25



Entry 2:
Entry from the OMol25 dataset: a structure of composition C54H55As2N11ORbSSbSe4 (ωB97M-V with the def2-TZVPD basis set).

Geometry as XYZ:
```
130
C54H55As2N11ORbSSbSe4 (ωB97M-V with the def2-TZVPD basis set)
Sb 4.41846 2.81847 -2.69257
Rb 1.43499 1.28831 -1.52789
Se 4.74426 1.22636 -0.75475
Se 3.29724 1.36935 -4.36398
Se 6.53002 3.79688 -3.40328
Se 2.73101 4.47459 -1.91820
As -1.71687 0.49655 -3.85336
As -1.33759 -1.93718 -1.58130
S 2.20824 -3.66136 -1.88380
O 2.61941 -1.27388 5.64435
N 1.53871 2.66919 1.41994
N 0.27899 -0.82536 1.45973
N 3.51996 2.71983 2.35915
N 3.90750 -2.12322 -0.45407
N 3.11990 4.01135 2.29789
N -1.44100 -0.24391 2.80100
N 4.08489 -1.73898 7.20501
N 2.55720 -3.35016 0.77179
N 2.91105 -2.41893 7.49306
N -0.92970 3.17770 -0.90232
N -1.25038 -1.58170 2.81974
C -1.24269 5.12601 -4.62146
C 2.56315 1.93826 1.81093
C -0.50639 0.16317 1.96374
C 1.94984 3.92716 1.71932
C -1.60487 2.40115 -4.23356
C -2.98322 -3.36949 -3.57782
C 5.25967 1.43823 3.70274
C -1.73140 -2.84497 -3.27481
C -2.60940 0.60881 -2.09770
C 6.61976 1.26248 3.96611
C 4.34568 0.67360 4.41479
C 4.22793 -1.74114 0.91505
C -1.13762 -4.46701 -0.20445
C -4.57416 -0.00936 -4.53475
C 4.79803 -0.23699 5.37622
C 0.19424 -3.51524 7.26113
C -2.00167 -3.39049 -0.42449
C -3.24743 -0.03799 -4.95511
C -0.93756 -3.54272 -5.44073
C 0.74491 -2.63048 6.33890
C 7.06215 0.37499 4.92906
C -2.71844 -5.47682 1.30842
C -3.23359 -3.38700 0.22393
C -3.59251 -4.42511 1.08100
C -0.70730 -2.93744 -4.21227
C -2.55533 6.16934 -1.18885
C -1.97025 -2.44774 3.71766
C 2.08935 -2.12437 6.54936
C -5.29671 -0.95368 -6.62673
C -0.32341 2.93173 -4.31576
C 3.06143 -2.34452 1.70904
C -3.97771 -0.98710 -7.05721
C -1.20566 -2.79064 4.96391
C -1.06947 4.29885 -0.70099
C 0.04267 -2.26350 5.20597
C -3.21733 -3.96669 -4.80787
C -1.49038 -5.49614 0.65658
C 4.91934 2.43389 2.62184
C -2.92250 -0.75540 -1.48534
C -2.53009 4.59455 -4.56933
C -2.19270 -4.05235 -5.74124
C 6.15362 -0.38114 5.64416
C -2.96317 -0.53955 -6.22366
C -1.07050 -4.03170 7.02824
C -0.13811 4.29966 -4.48862
C -0.21476 -1.89844 2.02444
C 2.91256 -3.00952 -0.51532
C 3.86902 -1.07998 6.11525
C -1.29753 5.73141 -0.42969
C -2.71277 3.23652 -4.36404
C -0.07885 6.52676 -0.90894
C -5.59277 -0.46454 -5.36237
C -1.51662 5.91265 1.07754
C -1.76424 -3.67545 5.87989
H -0.13387 -3.60515 -6.16375
H -2.90563 -1.94983 3.97123
H -6.09019 -1.31104 -7.27205
H 5.18862 -2.15990 1.22422
H -1.68943 6.97100 1.28362
H -1.93241 -0.59098 -6.55667
H -4.56136 -4.40932 1.56765
H 3.39562 -2.80594 2.63780
H -2.42430 6.03259 -2.26077
H 0.87250 4.69032 -4.49275
H 7.33693 1.83916 3.39343
H -0.36091 1.19907 1.70571
H -0.80267 -6.31803 0.81644
H 5.35494 2.11979 1.65910
H -3.73571 -1.37484 -8.03938
H -0.65032 5.58941 1.64982
H -4.20087 -4.35692 -5.04082
H -1.10506 6.19189 -4.76695
H 0.83243 6.22021 -0.39542
H -3.77414 -1.23525 -1.97338
H -0.17725 -4.49102 -0.71444
H 6.47588 -1.09503 6.38935
H 2.65194 0.86842 1.72083
H -2.74634 -4.09444 5.68877
H 0.55454 2.29187 -4.25609
H -3.49606 1.24670 -2.15201
H 0.48738 -1.56504 4.50782
H -2.99327 -6.28030 1.98067
H 4.16637 -1.52010 -1.23166
H -3.42763 5.59561 -0.86978
H -2.38431 5.34465 1.41860
H 0.76406 -3.79039 8.13756
H -3.93085 -2.57281 0.06804
H 0.09823 6.36764 -1.97221
H 8.12288 0.26068 5.11190
H -1.51172 -4.72146 7.73614
H -1.89930 1.14742 -1.46963
H -6.61988 -0.43769 -5.01731
H 3.28499 0.78116 4.22959
H 1.38106 4.80873 1.48552
H -3.78642 -3.31444 -2.85035
H 5.35631 3.39859 2.87610
H -2.21201 -3.35957 3.17613
H -2.73842 7.22688 -0.98550
H -3.71667 2.82652 -4.31634
H 0.26947 -2.52461 -3.98537
H 2.29327 -1.59559 1.93507
H 1.61660 -3.69880 0.86289
H -2.37533 -4.51121 -6.70562
H -4.82368 0.36731 -3.55001
H 4.29226 -0.65501 0.98065
H -3.39141 5.24442 -4.68160
H -3.16393 -0.62579 -0.42700
H 0.11332 -2.91714 1.87897
H -0.25881 7.58923 -0.72500
```

The HOMO energy comes out at -1.185 eV. The lowest unoccupied orbital energy is 2.84 eV. Its energy relative to the best compared isomer or geometry (same formula, charge and spin) is 12.2 kcal/mol. As for the net charge: -2. As for the gap between HOMO and LUMO: 4.02 eV. Its multiplicity is 1.

Results of the Löwdin charge analysis, in e, for atoms 1 through 8: number 1, Sb, carries -0.41; number 2, Rb, carries 0.10; number 3, Se, carries -0.12; number 4, Se, carries -0.31; number 5, Se, carries -0.35; number 6, Se, carries -0.25; number 7, As, carries 1.31; number 8, As, carries 1.29



Entry 3:
Entry from the OMol25 dataset: a cluster of 2 separate species, CH6N2O in total in a non-equilibrium geometry (ωB97M-V with the def2-TZVPD basis set).

Geometry as XYZ:
```
10
CH6N2O (ωB97M-V with the def2-TZVPD basis set)
O 0.33739 -2.31521 -2.15735
N -0.29738 -0.20289 -1.50138
N 0.32234 1.32928 2.94220
C -0.48672 -1.44330 -2.04484
H 0.47106 0.51120 2.41950
H 1.18686 1.87965 2.76440
H 0.70708 -0.04992 -1.78469
H 0.07318 1.28101 3.95608
H -0.97320 0.48167 -1.96797
H -1.34061 -1.47150 -2.62596
```

The HOMO energy comes out at -9.753 eV. The lowest unoccupied orbital energy is 0.76 eV. Its energy relative to the best compared isomer or geometry (same formula, charge and spin) is 25.2 kcal/mol. Its structure (SMILES) is NC=O.N. As for the gap between HOMO and LUMO: 10.51 eV. Its multiplicity is 1.

Results of the Löwdin charge analysis, in e, for atoms 1 through 8: number 1, O, carries 0.03; number 2, N, carries 0.07; number 3, N, carries -0.01; number 4, C, carries -0.45; number 5, H, carries -0.03; number 6, H, carries 0.02; number 7, H, carries 0.12; number 8, H, carries 0.03



Entry 4:
Entry from the OMol25 dataset: a structure of composition C4H3Li2O2Sn in a non-equilibrium geometry (ωB97M-V with the def2-TZVPD basis set).

Geometry as XYZ:
```
12
C4H3Li2O2Sn (ωB97M-V with the def2-TZVPD basis set)
Sn 4.40349 -0.54249 -0.25908
O 2.66122 -0.50946 -0.59883
O -0.32521 -1.83413 -0.89619
C 1.55964 -0.71853 -0.11860
C -0.62291 0.40937 -0.23482
C -1.05887 1.18712 0.59197
C 0.24193 -0.57337 -0.91513
Li -0.66123 -2.90176 -2.30400
Li -1.13747 -2.04514 0.75497
H 1.37652 -0.85768 0.99000
H 0.50202 -0.21191 -1.92497
H -1.60717 1.88273 1.20680
```

The HOMO energy comes out at -21.337 eV. The lowest unoccupied orbital energy is -14.22 eV. Its energy relative to the best compared isomer or geometry (same formula, charge and spin) is 1.6 kcal/mol. As for the net charge: +3. As for the gap between HOMO and LUMO: 7.12 eV. Its multiplicity is 1.

Results of the Löwdin charge analysis, in e, for atoms 1 through 8: number 1, Sn, carries 1.82; number 2, O, carries -0.29; number 3, O, carries -0.39; number 4, C, carries -0.04; number 5, C, carries -0.04; number 6, C, carries 0.25; number 7, C, carries -0.49; number 8, Li, carries 0.88